Computed, not measured: a cluster of 2 separate species, C2H8OS in total in a non-equilibrium geometry, with ωB97M-V/def2-TZVPD.

## Properties
Frontier orbital gap: 10.58 eV
Calculated total energy: -15085.822 eV
Charge: 0
Structure (SMILES): CCO.S
HOMO: -9.811 eV

Geometry as XYZ:
```
12
Properties=species:S:1:pos:R:3:forces:R:3
S -1.826 -4.972 2.491 -0.01 0.01 0.06
H -1.578 -3.682 2.721 0.07 0.15 -0.13
H -2.202 -5.120 3.765 -0.06 -0.17 0.07
C -0.062 1.458 -1.226 1.55 0.31 0.62
O 0.374 1.040 -2.508 -0.12 -0.14 -0.17
C 1.127 1.677 -0.257 -0.26 -1.24 -0.62
H -0.634 0.640 -0.823 -0.66 -0.07 -0.08
H -0.599 2.398 -1.294 -0.64 -0.03 -0.01
H 1.129 1.569 -2.777 0.03 0.11 0.01
H 1.855 0.884 -0.484 0.10 0.36 -0.09
H 0.847 1.451 0.770 -0.17 0.54 0.15
H 1.569 2.657 -0.379 0.18 0.16 0.19
```
Positions in Å, forces in eV/Å.

=====

Computed, not measured: a cluster of 2 separate species, C2H8OS2 in total in a non-equilibrium geometry, with ωB97M-V/def2-TZVPD.

## Properties
Frontier orbital gap: 9.86 eV
Calculated total energy: -25920.777 eV
Charge: 0
Structure (SMILES): CCO.SS
HOMO: -9.561 eV

Geometry as XYZ:
```
13
Properties=species:S:1:pos:R:3:forces:R:3
S 1.713 -0.176 1.150 -0.43 -0.95 -0.10
S 3.117 1.197 0.701 0.29 0.53 0.06
H 2.477 -1.282 1.154 0.05 0.07 0.11
H 3.127 1.664 1.953 0.39 0.28 0.00
C -1.211 0.525 -0.553 -0.29 1.24 -3.41
O -1.296 0.610 0.823 -0.66 0.09 0.76
C -1.210 -0.957 -1.073 0.32 1.77 2.23
H -2.060 1.141 -1.081 0.96 -1.29 1.44
H -0.342 1.112 -0.951 -0.07 -0.74 0.47
H -0.778 -0.097 1.224 -0.04 0.13 -0.15
H -2.224 -1.281 -0.800 0.56 -0.72 -0.41
H -0.914 -1.059 -2.100 -0.29 0.00 -0.52
H -0.399 -1.398 -0.448 -0.79 -0.39 -0.47
```
Positions in Å, forces in eV/Å.

=====

Computed, not measured: a cluster of 2 separate species, C2H8OS2 in total in a non-equilibrium geometry, with ωB97M-V/def2-TZVPD.

## Properties
Frontier orbital gap: 9.50 eV
Calculated total energy: -25921.432 eV
Charge: 0
Structure (SMILES): CSSC.O
HOMO: -8.791 eV

Geometry as XYZ:
```
13
Properties=species:S:1:pos:R:3:forces:R:3
C -2.537 -0.556 0.019 -0.17 -0.29 1.66
S -1.640 -0.185 -1.509 -0.40 -0.20 -0.06
S -0.923 1.718 -1.335 -0.89 0.10 -0.19
C 0.605 1.598 -0.444 1.05 -0.61 0.58
H -1.829 -0.777 0.821 0.17 0.17 -0.09
H -3.232 0.170 0.443 0.31 0.69 -0.61
H -3.182 -1.443 0.033 0.38 -0.18 -1.06
H 1.454 1.922 -1.046 -0.12 -0.02 -0.14
H 0.615 2.173 0.475 -0.29 0.30 0.11
H 0.784 0.566 -0.136 -0.01 0.01 -0.19
H 3.113 -2.100 0.237 -0.27 0.32 0.17
H 3.769 -1.625 1.482 0.98 -0.04 0.89
O 3.004 -1.461 0.959 -0.74 -0.27 -1.07
```
Positions in Å, forces in eV/Å.

=====

Computed, not measured: a cluster of 2 separate species, C2H8OS2 in total in a non-equilibrium geometry, with ωB97M-V/def2-TZVPD.

## Properties
Frontier orbital gap: 9.23 eV
Calculated total energy: -25921.112 eV
Charge: 0
Structure (SMILES): CCO.SS
HOMO: -9.003 eV

Geometry as XYZ:
```
13
Properties=species:S:1:pos:R:3:forces:R:3
S 1.299 -1.067 0.854 -0.23 0.55 -0.36
S 1.674 0.716 -0.214 -0.24 -0.57 0.12
H 0.596 -0.439 1.803 0.09 -0.10 0.22
H 2.982 0.483 -0.230 0.37 0.16 0.00
C -1.912 0.282 -1.010 0.03 0.50 0.11
O -1.498 1.215 -0.002 -0.05 -0.39 -0.03
C -2.695 -0.893 -0.478 0.00 0.02 -1.06
H -2.523 0.854 -1.707 -0.05 0.00 -0.05
H -1.043 -0.077 -1.565 0.13 0.00 0.06
H -1.546 0.744 0.835 0.06 0.11 0.09
H -3.596 -0.595 0.047 0.09 0.01 0.49
H -3.044 -1.409 -1.366 -0.19 -0.32 -0.20
H -2.059 -1.612 0.024 -0.02 0.04 0.59
```
Positions in Å, forces in eV/Å.

=====

Computed, not measured: a cluster of 2 separate species, C2H8OS2 in total in a non-equilibrium geometry, with ωB97M-V/def2-TZVPD.

## Properties
Frontier orbital gap: 9.93 eV
Calculated total energy: -25919.841 eV
Charge: 0
Structure (SMILES): CCO.SS
HOMO: -9.639 eV

Geometry as XYZ:
```
13
Properties=species:S:1:pos:R:3:forces:R:3
S 0.036 1.556 4.369 0.06 -0.56 -0.16
S -1.924 1.845 3.796 0.26 0.88 -0.27
H -0.420 1.185 5.551 0.54 -0.25 0.71
H -1.736 3.139 4.129 -0.86 -0.07 -0.28
C 0.268 -1.359 -2.320 0.75 0.37 -1.70
O -0.120 -0.331 -3.333 -1.65 -1.29 1.68
C 1.088 -0.502 -1.137 -3.70 -2.41 -0.33
H 0.977 -2.001 -2.881 0.24 0.51 0.58
H -0.626 -2.138 -2.324 1.46 1.89 1.51
H -1.083 -0.308 -3.110 1.12 0.69 -0.87
H 1.814 0.078 -1.713 -0.06 -0.20 0.53
H 1.447 -1.288 -0.421 0.26 1.13 -0.58
H 0.281 0.125 -0.606 1.57 -0.67 -0.82
```
Positions in Å, forces in eV/Å.

=====

Computed, not measured: a cluster of 3 separate species, C2H8OS2 in total in a non-equilibrium geometry, with ωB97M-V/def2-TZVPD.

## Properties
Frontier orbital gap (alpha / beta): 5.60 / 5.76 eV
Calculated total energy: -25909.320 eV
Charge: +1
2S+1: 2
HOMO (alpha / beta): -14.961 / -14.806 eV

Geometry as XYZ:
```
13
Properties=species:S:1:pos:R:3:forces:R:3
C 0.773 -1.185 1.253 1.61 0.20 -0.02
S 1.729 -0.174 0.254 -0.22 0.29 0.37
S -1.938 0.656 0.461 0.28 -0.14 0.11
C -0.712 1.801 -0.066 -0.34 -0.82 0.22
H 1.203 -1.168 2.249 -0.36 -0.04 0.42
H 0.619 -2.191 0.871 -0.58 0.07 -0.28
H -0.220 -0.603 1.339 -0.69 0.27 -0.39
H -1.156 2.785 -0.135 0.04 0.52 0.26
H -0.378 1.575 -1.073 0.13 -0.29 -0.29
H 0.114 1.790 0.672 0.34 0.06 -0.13
H 0.663 -0.864 -1.591 -0.04 -0.17 -0.25
H -0.789 -1.268 -1.923 0.16 -0.14 -0.22
O 0.090 -1.155 -2.312 -0.34 0.18 0.21
```
Positions in Å, forces in eV/Å.

=====

Computed, not measured: a cluster of 2 separate species, C2H8OSi2 in total in a non-equilibrium geometry, with ωB97M-V/def2-TZVPD.

## Properties
Frontier orbital gap: 10.85 eV
Calculated total energy: -20004.333 eV
Charge: 0
HOMO: -9.959 eV

Geometry as XYZ:
```
13
Properties=species:S:1:pos:R:3:forces:R:3
C 2.440 -1.813 -1.242 -1.17 -1.05 -1.31
C 0.841 -0.802 1.087 1.82 0.33 0.16
O 3.197 -1.308 -0.605 1.58 0.82 0.93
Si -1.171 1.712 0.611 -0.60 1.98 -1.53
Si 0.768 0.740 -0.079 -0.75 -0.84 1.59
H 0.268 -0.609 2.024 0.35 -0.46 -0.80
H 1.930 -0.900 1.333 -0.82 0.40 0.44
H 0.726 -1.805 0.645 -0.94 0.54 0.07
H -1.894 2.693 -0.341 0.62 -0.64 0.38
H -2.246 1.180 1.354 -0.95 -1.28 0.56
H -0.559 2.553 1.598 0.42 0.78 0.81
H 0.827 0.475 -1.464 0.17 -0.41 -1.34
H 1.730 1.807 0.254 0.25 -0.18 0.04
```
Positions in Å, forces in eV/Å.

=====

Computed, not measured: a cluster of 2 separate species, C2H8S in total, with ωB97M-V/def2-TZVPD.

## Properties
Frontier orbital gap (alpha / beta): 2.78 / 9.15 eV
Calculated total energy: -13037.409 eV
Charge: -1
2S+1: 2
HOMO (alpha / beta): 1.155 / -5.188 eV

Geometry as XYZ:
```
11
Properties=species:S:1:pos:R:3:forces:R:3
S 2.326 0.232 0.940 0.15 -0.15 0.00
H 2.675 -0.747 0.054 0.02 0.09 0.07
H 1.186 0.523 0.257 -0.09 0.09 -0.08
C -2.565 0.288 -1.250 -0.02 -0.11 -0.32
C -1.785 -0.719 -0.398 0.62 0.02 -0.34
H -2.437 1.312 -0.912 -0.12 0.10 0.26
H -2.159 0.281 -2.264 -0.09 0.01 -0.03
H -3.636 0.076 -1.338 0.12 -0.02 0.13
H -1.039 -0.223 0.222 -0.22 0.07 0.22
H -1.161 -1.331 -1.046 -0.03 -0.23 -0.11
H -2.363 -1.413 0.203 -0.35 0.14 0.19
```
Positions in Å, forces in eV/Å.

=====

Computed, not measured: a cluster of 2 separate species, C2H8S in total in a non-equilibrium geometry, with ωB97M-V/def2-TZVPD.

## Properties
Frontier orbital gap: 10.60 eV
Calculated total energy: -13038.404 eV
Charge: 0
Structure (SMILES): CC.S
HOMO: -9.798 eV

Geometry as XYZ:
```
11
Properties=species:S:1:pos:R:3:forces:R:3
S -3.942 -0.489 1.187 1.34 0.36 -0.87
H -2.698 -0.327 0.562 -1.16 -0.30 0.75
H -4.433 0.459 0.375 -0.17 -0.06 0.12
C 1.087 0.730 -0.046 1.00 0.35 0.50
C 1.669 -0.623 -0.503 0.20 -0.60 1.00
H 0.114 0.798 -0.491 -0.47 0.57 -0.21
H 1.718 1.600 -0.304 -0.38 -0.43 -0.45
H 0.960 0.894 1.036 0.01 -0.69 -0.20
H 0.986 -1.063 -1.234 0.30 -0.22 0.14
H 2.673 -0.640 -0.900 0.22 0.78 -0.68
H 1.866 -1.339 0.318 -0.89 0.24 -0.09
```
Positions in Å, forces in eV/Å.

=====

Computed, not measured: a cluster of 2 separate species, C2H8S in total in a non-equilibrium geometry, with ωB97M-V/def2-TZVPD.

## Properties
Frontier orbital gap: 10.77 eV
Calculated total energy: -13038.577 eV
Charge: 0
Structure (SMILES): CC.S
HOMO: -9.815 eV

Geometry as XYZ:
```
11
Properties=species:S:1:pos:R:3:forces:R:3
S 0.129 0.365 -3.760 -0.70 0.14 -0.17
H -1.171 0.364 -4.149 0.43 -0.29 0.05
H -0.030 1.653 -3.448 0.27 0.14 0.12
C -0.550 0.183 3.630 0.28 -1.22 0.11
C 0.419 -1.026 3.869 -1.26 0.82 -0.05
H -0.036 0.867 2.963 -0.45 0.40 -0.03
H -0.907 0.649 4.547 0.54 0.28 0.05
H -1.464 -0.213 3.190 0.03 0.22 -0.40
H 1.446 -0.695 3.805 0.26 -0.13 0.29
H 0.170 -1.466 4.832 0.40 -0.22 0.02
H 0.231 -1.757 3.087 0.21 -0.15 0.02
```
Positions in Å, forces in eV/Å.